Entry 1:
Molecular formula: C38H64F3N4O8P
Method: DFT, the ωB97M-V functional and the def2-TZVPD basis

CARTESIAN COORDINATES (ANGSTROEM)
C1 2.208 -1.453 2.938
C2 2.001 -2.311 1.571
P1 2.748 -1.200 0.174
C3 4.094 -2.302 -0.661
C4 1.381 -0.688 -1.028
N1 0.433 -1.693 -1.620
N2 0.312 -2.943 -1.073
C5 -0.907 -3.744 -1.343
C6 -1.466 -4.227 -2.758
O1 -1.558 -4.131 -0.329
C7 1.364 -3.942 -1.479
C8 1.857 -4.284 -2.953
O2 1.867 -4.665 -0.572
C9 -0.840 -0.892 -1.895
C10 -1.863 -0.744 -0.692
C11 -1.882 0.605 0.145
O3 -1.232 0.608 1.242
C12 -2.654 1.944 -0.204
C13 -4.159 2.082 -0.535
C14 -4.708 3.484 -0.898
C15 -3.849 4.770 -0.947
C16 -2.341 4.657 -0.568
C17 -1.807 3.254 -0.214
C18 -0.516 0.487 -2.715
O4 -1.325 0.551 -3.924
C19 -2.658 1.029 -3.641
C20 -3.648 0.255 -4.692
C21 -4.982 -0.129 -3.881
O5 -2.961 -1.018 -4.963
O6 0.838 0.593 -3.189
C22 1.849 0.413 -2.153
C23 3.199 0.026 -2.918
C24 4.555 0.579 -2.279
C25 5.776 -0.134 -3.108
C26 6.627 0.891 -4.000
C27 5.763 1.892 -4.907
N3 5.730 3.264 -4.247
C28 1.929 1.841 -1.366
O7 2.504 2.912 -2.121
C29 1.635 3.602 -2.965
F1 2.139 4.941 -3.060
F2 1.652 3.125 -4.317
F3 0.299 3.720 -2.550
H1 1.249 -0.829 3.077
H2 2.251 -2.203 3.797
H3 3.119 -0.772 2.859
H4 2.549 -3.327 1.604
H5 0.873 -2.447 1.449
H6 3.814 -2.631 -1.714
H7 4.263 -3.248 -0.030
H8 5.101 -1.767 -0.731
H9 0.737 -0.024 -0.322
H10 0.787 -1.837 -2.605
H11 -1.305 -5.352 -2.857
H12 -2.580 -3.965 -2.894
H13 -0.875 -3.686 -3.584
H14 1.880 -3.364 -3.656
H15 1.122 -5.043 -3.416
H16 2.872 -4.804 -2.894
H17 -1.412 -1.474 -2.723
H18 -1.773 -1.592 0.091
H19 -2.929 -0.880 -1.126
H20 -4.810 1.136 -0.537
H21 -5.813 3.594 -1.178
H22 -4.233 5.798 -1.241
H23 -1.602 5.527 -0.569
H24 -0.687 3.174 0.048
H25 -0.753 1.439 -2.140
H26 -2.728 2.163 -3.860
H27 -3.064 0.772 -2.609
H28 -3.828 0.848 -5.648
H29 -5.517 -1.017 -4.396
H30 -4.776 -0.496 -2.806
H31 -5.703 0.773 -3.835
H32 -3.610 -1.690 -5.261
H33 3.118 0.515 -3.965
H34 3.174 -1.101 -3.113
H35 4.716 1.706 -2.394
H36 4.713 0.334 -1.177
H37 5.346 -1.009 -3.720
H38 6.491 -0.576 -2.327
H39 7.411 1.412 -3.338
H40 7.245 0.242 -4.734
H41 6.184 2.069 -5.956
H42 4.661 1.593 -5.023
H43 6.362 3.290 -3.432
H44 4.793 3.449 -3.848
H45 2.652 1.631 -0.486
H46 0.917 2.033 -0.880
C30 -3.224 -1.701 5.829
C31 -2.065 -1.114 6.681
C32 -2.669 -0.129 7.708
C33 -3.139 1.176 7.061
C34 -2.023 1.820 6.244
C35 -1.373 0.855 5.227
N4 -1.024 -0.467 5.823
O8 0.085 -0.279 6.594
C36 -2.318 0.634 4.024
C37 -0.143 1.562 4.596
C38 -1.486 -2.361 7.397
H47 -3.679 -2.567 6.321
H48 -4.045 -1.002 5.669
H49 -2.867 -2.053 4.857
H50 -1.934 0.108 8.485
H51 -3.516 -0.595 8.224
H52 -4.013 1.005 6.429
H53 -3.468 1.872 7.839
H54 -2.416 2.699 5.726
H55 -1.260 2.195 6.939
H56 -1.911 -0.116 3.341
H57 -2.445 1.558 3.451
H58 -3.324 0.327 4.306
H59 0.581 1.893 5.341
H60 -0.452 2.458 4.046
H61 0.366 0.903 3.888
H62 -1.110 -3.084 6.667
H63 -2.257 -2.860 7.995
H64 -0.673 -2.125 8.088

Computed properties:
* gap between HOMO and LUMO (spin up / spin down): 2.150 / 2.082 eV
* F_max: 7.9 eV Å⁻¹
* 2S+1: 2
* E_LUMO (spin up / spin down): -5.15 / -8.06 eV
* DFT total energy: -80201.2349 eV
* total charge: +1

Entry 2:
Molecular formula: C57H54FNO6TeTi
Method: DFT, the ωB97M-V functional and the def2-TZVPD basis

CARTESIAN COORDINATES (ANGSTROEM)
Ti1 0.236 0.925 -0.359
C1 4.354 1.445 1.298
C2 4.433 0.274 2.077
C3 3.493 -0.701 2.008
C4 2.409 -0.537 1.118
N1 2.268 0.699 0.473
C5 3.226 1.620 0.496
C6 1.539 -1.487 0.639
C7 1.530 -2.807 1.126
C8 0.656 -3.750 0.876
C9 -0.609 -3.331 0.115
C10 -0.638 -1.885 -0.491
C11 0.683 -1.090 -0.550
H1 5.034 2.228 1.457
H2 5.338 0.075 2.643
H3 3.690 -1.719 2.381
H4 3.032 2.569 -0.032
H5 2.358 -3.137 1.756
H6 0.755 -4.757 1.227
H7 -1.054 -4.160 -0.474
H8 -1.144 -1.989 -1.455
C12 -5.514 2.497 2.964
C13 -4.653 2.755 1.750
C14 -5.353 3.808 0.912
O1 -4.475 1.605 0.964
C15 -3.193 1.822 0.306
C16 -2.399 2.455 1.487
O2 -3.397 3.116 2.249
C17 -1.353 1.655 2.284
O3 -0.367 1.316 1.398
C18 -0.684 2.634 3.361
C19 0.651 2.955 3.289
C20 1.205 3.894 4.169
C21 0.460 4.462 5.141
C22 -0.884 4.133 5.258
C23 -1.465 3.176 4.368
C24 -1.755 0.422 3.111
C25 -3.093 0.006 3.371
C26 -3.359 -1.116 4.164
C27 -2.340 -1.857 4.704
C28 -1.006 -1.478 4.448
C29 -0.755 -0.324 3.676
C30 -2.804 0.587 -0.505
O4 -1.542 0.847 -0.965
C31 -3.757 0.575 -1.706
C32 -4.793 1.422 -1.984
C33 -5.555 1.314 -3.149
C34 -5.267 0.309 -4.086
C35 -4.133 -0.487 -3.886
C36 -3.370 -0.349 -2.739
C37 -2.862 -0.812 0.160
C38 -1.635 -1.388 0.566
C39 -1.666 -2.795 1.195
C40 -2.994 -3.453 1.278
C41 -4.099 -2.807 0.921
C42 -4.028 -1.496 0.294
H9 -6.374 1.915 2.700
H10 -5.820 3.443 3.431
H11 -4.885 1.950 3.607
H12 -6.319 3.435 0.569
H13 -4.779 4.055 0.001
H14 -5.402 4.744 1.481
H15 -3.284 2.693 -0.301
H16 -1.873 3.328 1.012
H17 1.245 2.504 2.508
H18 2.259 4.160 3.997
H19 0.801 5.174 5.883
H20 -1.463 4.542 6.046
H21 -2.507 2.899 4.465
H22 -3.939 0.515 2.836
H23 -4.361 -1.507 4.218
H24 -2.547 -2.711 5.369
H25 -0.127 -2.060 4.849
H26 0.259 -0.030 3.628
H27 -5.044 2.204 -1.321
H28 -6.410 1.932 -3.333
H29 -5.917 0.070 -4.908
H30 -3.869 -1.254 -4.575
H31 -2.540 -0.996 -2.587
H32 -1.160 -0.690 1.250
H33 -1.187 -2.949 2.151
H34 -3.108 -4.395 1.794
H35 -5.044 -3.290 1.026
H36 -4.937 -1.031 -0.014
O5 -1.764 3.496 -1.738
H37 -0.859 3.464 -1.432
H38 -2.015 2.553 -1.780
F1 0.714 2.690 -0.827
C43 0.616 0.766 -3.544
O6 1.034 0.426 -2.241
C44 1.411 -0.930 -1.953
C45 0.978 -1.911 -2.999
H39 -0.400 0.483 -3.770
H40 1.287 0.274 -4.321
H41 0.660 1.852 -3.594
H42 1.452 -1.662 -3.954
H43 -0.116 -2.107 -3.123
H44 1.494 -2.828 -2.752
Te1 3.845 -1.598 -1.643
C46 6.183 -2.409 -1.684
C47 6.401 -3.735 -1.954
C48 7.543 -4.397 -1.546
C49 8.587 -3.755 -0.908
C50 8.434 -2.381 -0.632
C51 7.237 -1.757 -0.973
C52 4.116 -1.073 -3.712
C53 3.794 0.226 -4.138
C54 3.984 0.701 -5.416
C55 4.469 -0.221 -6.359
C56 4.719 -1.508 -6.021
C57 4.557 -1.986 -4.698
H45 5.592 -4.291 -2.421
H46 7.650 -5.449 -1.750
H47 9.418 -4.353 -0.560
H48 9.243 -1.860 -0.084
H49 7.083 -0.691 -0.716
H50 3.581 0.936 -3.388
H51 3.718 1.718 -5.612
H52 4.477 -0.010 -7.406
H53 5.008 -2.183 -6.798
H54 4.847 -3.022 -4.433

Computed properties:
* gap between HOMO and LUMO: 4.542 eV
* F_max: 3.4 eV Å⁻¹
* 2S+1: 1
* E_LUMO: 3.95 eV
* DFT total energy: -106885.1458 eV
* relative energy (zero: lowest compared OMol25 entry of this formula, charge and spin): 0.0 kJ/mol
* total charge: -2

Entry 3:
Molecular formula: C2H4BrN
Method: DFT, the ωB97M-V functional and the def2-TZVPD basis

CARTESIAN COORDINATES (ANGSTROEM)
Br1 -2.944 0.000 0.050
N1 -1.208 -0.021 -0.717
C1 -0.176 0.755 -0.145
C2 -0.143 -0.724 -0.134
H1 -0.341 0.928 1.025
H2 0.458 1.356 -0.698
H3 0.515 -1.322 -0.790
H4 -0.358 -1.086 0.913

Computed properties:
* gap between HOMO and LUMO: 9.751 eV
* F_max: 5.4 eV Å⁻¹
* 2S+1: 1
* E_LUMO: 0.26 eV
* DFT total energy: -73668.6734 eV
* relative energy (zero: lowest compared OMol25 entry of this formula, charge and spin): 223.7 kJ/mol
* SMILES: BrN1CC1

Entry 4:
Molecular formula: C5H8O2
Method: DFT, the ωB97M-V functional and the def2-TZVPD basis

CARTESIAN COORDINATES (ANGSTROEM)
C1 -1.228 -0.575 0.904
C2 -0.402 -0.293 -0.099
C3 0.550 -1.045 -1.021
C4 0.746 0.265 -1.847
C5 -0.163 0.985 -0.839
O1 -0.527 2.120 -0.676
H1 -1.856 0.211 1.314
H2 -1.301 -1.559 1.359
H3 1.466 -1.415 -0.544
H4 0.075 -1.870 -1.566
H5 0.316 0.236 -2.853
H6 1.766 0.656 -1.903
O2 0.276 0.581 2.938
H7 -0.309 1.333 2.786
H8 0.590 0.373 2.048

Computed properties:
* gap between HOMO and LUMO: 9.819 eV
* F_max: 0.5 eV Å⁻¹
* 2S+1: 1
* E_LUMO: -0.05 eV
* DFT total energy: -9408.0606 eV
* relative energy (zero: lowest compared OMol25 entry of this formula, charge and spin): 170.9 kJ/mol
* SMILES: C=C1CCC1=O.O

Entry 5:
Molecular formula: C9H17BrClFN4
Method: DFT, the ωB97M-V functional and the def2-TZVPD basis

CARTESIAN COORDINATES (ANGSTROEM)
C1 0.585 0.903 -3.220
C2 0.115 -0.130 -2.145
C3 -0.889 0.603 -1.213
F1 -2.179 0.257 -1.658
N1 -0.809 0.251 0.191
C4 -0.509 1.303 1.171
C5 0.988 1.763 1.240
C6 2.010 0.756 0.641
C7 1.365 1.961 2.749
C8 -1.053 -0.991 0.598
N2 -1.042 -1.428 1.880
C9 -1.370 -2.726 1.896
N3 -1.552 -3.100 0.641
Br1 -1.973 -4.751 -0.070
N4 -1.367 -2.057 -0.145
H1 0.998 1.805 -2.730
H2 1.332 0.465 -3.898
H3 -0.291 1.200 -3.825
H4 -0.433 -0.922 -2.693
H5 0.954 -0.609 -1.623
H6 -0.808 1.696 -1.316
H7 -1.097 2.188 0.856
H8 -0.875 1.051 2.177
H9 1.079 2.753 0.761
H10 2.039 0.877 -0.453
H11 1.808 -0.272 0.978
H12 3.008 1.061 1.006
H13 0.845 2.837 3.171
H14 1.056 1.067 3.321
H15 2.455 2.060 2.870
H16 -1.463 -3.325 2.796
H17 -1.448 -2.103 -1.168
Cl1 -1.478 -4.443 -2.787

Computed properties:
* gap between HOMO and LUMO: 6.897 eV
* F_max: 2.9 eV Å⁻¹
* 2S+1: 1
* E_LUMO: -0.25 eV
* DFT total energy: -100848.9488 eV

Entry 6:
Molecular formula: C3H15NO4
Method: DFT, the ωB97M-V functional and the def2-TZVPD basis

CARTESIAN COORDINATES (ANGSTROEM)
C1 -1.096 -1.985 0.700
C2 -1.404 -0.803 -0.232
C3 -1.702 0.379 0.273
N1 -1.913 1.664 -0.328
H1 -1.158 -1.823 1.774
H2 -1.743 -2.791 0.443
H3 -0.078 -2.454 0.485
H4 -1.389 -1.126 -1.342
H5 -1.837 0.469 1.330
H6 -2.974 1.957 -0.204
H7 -1.826 1.601 -1.305
O1 -0.828 1.239 -2.723
H8 -0.030 0.822 -2.340
H9 -1.251 0.692 -3.404
O2 3.716 0.485 2.311
H10 3.317 0.660 1.451
H11 3.669 -0.486 2.391
O3 1.500 0.398 -1.424
H12 2.093 1.191 -1.509
H13 1.328 0.342 -0.453
O4 1.149 -0.210 1.449
H14 2.028 0.005 1.870
H15 0.430 -0.226 0.788

Computed properties:
* gap between HOMO and LUMO: 9.065 eV
* F_max: 3.8 eV Å⁻¹
* 2S+1: 1
* E_LUMO: 0.45 eV
* DFT total energy: -13032.1104 eV
* relative energy (zero: lowest compared OMol25 entry of this formula, charge and spin): 282.4 kJ/mol
* SMILES: C/C=C/N.O.O.O.O

Entry 7:
Molecular formula: C19H35Cl10F2N3O12
Method: DFT, the ωB97M-V functional and the def2-TZVPD basis

CARTESIAN COORDINATES (ANGSTROEM)
O1 -11.174 -18.979 9.655
C1 -11.529 -19.750 8.739
O2 -10.623 -20.269 7.856
C2 -11.362 -20.916 6.808
C3 -12.720 -21.088 7.380
F1 -12.849 -22.331 7.902
O3 -12.804 -20.054 8.278
H1 -11.593 -20.221 6.001
H2 -10.868 -21.756 6.319
H3 -13.512 -20.878 6.662
O4 -11.004 -28.457 4.647
C4 -10.739 -29.575 5.149
O5 -10.555 -29.868 6.416
C5 -10.237 -31.190 6.605
C6 -10.478 -31.760 5.256
F2 -11.367 -32.666 5.466
O6 -10.923 -30.666 4.512
H4 -9.358 -31.464 7.189
H5 -11.018 -31.473 7.311
H6 -9.571 -32.178 4.820
C7 -9.779 -26.347 6.948
N1 -11.010 -25.511 7.101
O7 -11.713 -25.735 8.111
O8 -11.209 -24.601 6.337
H7 -9.725 -26.702 5.919
H8 -9.669 -27.088 7.740
H9 -8.921 -25.673 6.953
C8 -9.769 -30.588 10.946
N2 -9.336 -29.237 10.465
O9 -9.602 -28.919 9.335
O10 -8.658 -28.518 11.215
H10 -10.792 -30.871 10.696
H11 -9.654 -30.721 12.022
H12 -9.174 -31.297 10.370
C9 -14.722 -23.236 5.536
N3 -15.285 -24.543 5.004
O11 -14.655 -25.576 4.849
O12 -16.445 -24.444 4.648
H13 -13.874 -23.344 6.212
H14 -15.485 -22.692 6.093
H15 -14.306 -22.789 4.634
Cl1 -7.512 -27.949 5.015
C10 -6.553 -29.443 4.754
C11 -6.754 -29.848 3.303
Cl2 -8.144 -30.914 3.140
H16 -6.818 -30.208 5.484
H17 -5.536 -29.115 4.970
H18 -5.982 -30.460 2.837
H19 -6.987 -28.986 2.679
Cl3 -9.281 -26.752 2.258
C12 -10.080 -25.328 3.048
C13 -9.024 -24.348 3.565
Cl4 -9.850 -22.891 4.205
H20 -10.935 -25.520 3.696
H21 -10.628 -24.792 2.272
H22 -8.336 -24.061 2.770
H23 -8.407 -24.838 4.319
Cl5 -14.532 -25.077 8.618
C14 -16.010 -26.169 8.696
C15 -17.407 -25.478 8.599
Cl6 -18.750 -26.691 8.823
H24 -15.921 -26.729 9.627
H25 -15.882 -26.843 7.849
H26 -17.629 -24.984 7.653
H27 -17.549 -24.743 9.391
Cl7 -15.334 -29.390 7.623
C16 -13.636 -28.916 7.223
C17 -12.804 -28.952 8.631
Cl8 -12.781 -30.568 9.424
H28 -13.588 -28.036 6.583
H29 -13.265 -29.792 6.691
H30 -13.220 -28.231 9.334
H31 -11.750 -28.721 8.477
Cl9 -11.675 -24.775 13.196
C18 -12.176 -25.067 11.562
C19 -11.933 -23.985 10.570
Cl10 -10.186 -23.645 10.367
H32 -13.242 -25.277 11.480
H33 -11.819 -26.060 11.288
H34 -12.254 -23.079 11.084
H35 -12.339 -24.120 9.567

Computed properties:
* gap between HOMO and LUMO: 9.971 eV
* F_max: 6.4 eV Å⁻¹
* 2S+1: 1
* E_LUMO: -0.34 eV
* DFT total energy: -179960.4390 eV
* SMILES: O=C1OC[C@@H](F)O1.O=C1OC[C@@H](F)O1.C[N+](=O)[O-].C[N+](=O)[O-].C[N+](=O)[O-].ClCCCl.ClCCCl.ClCCCl.ClCCCl.ClCCCl

Entry 8:
Molecular formula: C11H26LiNO11P
Method: DFT, the ωB97M-V functional and the def2-TZVPD basis

CARTESIAN COORDINATES (ANGSTROEM)
C1 -4.160 -2.925 1.588
N1 -2.876 -2.351 2.029
C2 -2.981 -1.776 3.395
C3 -1.981 -3.596 2.187
C4 -2.303 -1.340 1.092
C5 -2.314 -1.787 -0.407
O1 -1.646 -0.797 -1.171
H1 -4.459 -3.718 2.276
H2 -4.225 -3.450 0.646
H3 -4.732 -2.200 1.494
H4 -3.576 -2.222 4.229
H5 -3.371 -0.989 3.332
H6 -1.923 -1.591 3.673
H7 -1.948 -4.156 1.268
H8 -2.231 -4.301 2.803
H9 -1.054 -3.289 2.125
H10 -1.297 -1.444 1.361
H11 -2.804 -0.322 1.115
H12 -3.433 -1.812 -0.797
H13 -1.596 -2.676 -0.391
H14 -1.334 0.015 -0.629
Li1 0.663 1.607 -0.092
P1 -1.141 2.124 1.556
O2 -2.034 3.255 1.633
O3 -1.079 1.410 0.147
O4 -1.317 1.028 2.550
O5 0.268 2.524 1.402
C6 2.889 2.065 -4.061
O6 2.244 3.295 -3.791
C7 1.464 3.529 -2.613
O7 1.271 2.547 -1.800
O8 1.034 4.713 -2.418
C8 0.329 5.015 -1.229
H15 3.273 1.761 -5.185
H16 2.272 1.218 -4.136
H17 3.568 1.864 -3.460
H18 -0.277 4.302 -0.907
H19 -0.155 5.833 -1.336
H20 1.196 5.120 -0.504
C9 1.661 -1.004 -2.039
O9 3.025 -1.108 -1.689
C10 3.455 -0.558 -0.623
O10 2.729 0.337 -0.130
O11 4.614 -0.802 -0.163
C11 5.310 -0.074 0.855
H21 1.329 -0.202 -2.437
H22 1.167 -1.405 -1.320
H23 1.668 -1.878 -2.843
H24 4.806 0.064 1.754
H25 5.804 0.884 0.615
H26 6.233 -0.716 1.055

Computed properties:
* gap between HOMO and LUMO: 3.648 eV
* F_max: 13.4 eV Å⁻¹
* 2S+1: 1
* E_LUMO: 1.99 eV
* DFT total energy: -45328.7120 eV
* relative energy (zero: lowest compared OMol25 entry of this formula, charge and spin): 368.4 kJ/mol
* total charge: -1

Entry 9:
Molecular formula: H2N2O2S
Method: DFT, the ωB97M-V functional and the def2-TZVPD basis

CARTESIAN COORDINATES (ANGSTROEM)
N1 0.473 0.099 0.056
N2 -0.775 0.103 0.051
O1 -1.196 1.409 -0.003
O2 -1.575 -0.776 0.076
S1 1.109 -1.539 0.079
H1 -0.307 1.823 0.145
H2 2.272 -1.119 -0.403

Computed properties:
* gap between HOMO and LUMO: 9.936 eV
* F_max: 2.2 eV Å⁻¹
* 2S+1: 1
* E_LUMO: 0.51 eV
* DFT total energy: -17938.5318 eV
* relative energy (zero: lowest compared OMol25 entry of this formula, charge and spin): 197.0 kJ/mol